The following is a quantum chemistry calculation of a molecular structure, C46H74BClF5LiMgNNa2O9P at a distorted geometry, from OMol25.

Last column: Löwdin charge in e.
Cartesian coordinates (Å):
Cl: -6.2656 5.5613 4.7401  -0.253
P: 2.9236 -7.0890 -7.3284  0.392
Mg: 4.2689 -3.8377 -2.9003  0.483
Na: -2.5230 -6.4320 -3.7642  0.723
Na: -0.6948 3.9228 1.0146  0.756
F: 6.6187 -1.3099 -8.5812  0.089
F: -0.4045 -5.1666 10.3309  0.075
F: 4.4306 -2.0086 -8.4305  0.079
F: 4.9309 0.2412 -8.3223  0.081
F: 5.4924 -1.1586 -6.5842  0.057
O: 6.2475 2.9135 -9.0654  0.330
O: 4.9533 2.8905 -10.8632  0.228
O: -4.9576 6.1488 -1.6924  0.009
O: -3.4404 4.7938 6.4333  0.078
O: -3.6749 -4.6716 9.3644  0.068
O: 4.3150 3.2918 -8.7769  0.304
O: -2.5119 -5.5088 11.0700  0.135
O: -4.7526 -5.2707 11.2532  0.199
O: -3.3642 8.6989 2.7404  0.094
N: -4.0657 8.0712 -2.5207  -0.193
C: -3.3798 7.8215 3.5800  -0.281
C: -3.6946 4.0527 3.7591  -0.080
C: 1.0831 -6.7618 -6.6903  -0.382
C: 5.8856 -5.3918 -5.8006  -0.425
C: -3.7012 6.0814 1.8397  -0.012
C: 1.9097 1.2119 4.3870  -0.192
C: -3.8559 4.7602 1.4579  -0.092
C: -3.7573 -5.1589 10.6310  -0.542
C: -1.4853 0.7723 -1.4219  -0.195
C: -0.3252 0.6533 -2.4102  -0.196
C: -0.2601 -1.8308 -2.9716  -0.200
C: -1.7790 1.4818 0.9963  -0.248
C: 3.4830 -5.2876 -6.6819  -0.307
C: 6.5137 -3.9962 -5.6166  -0.063
C: -1.6483 -5.5517 9.9583  -0.319
C: 4.3886 -5.4027 -5.4521  -0.350
C: 0.4647 -0.6558 -2.2983  -0.198
C: -2.8949 8.7450 7.7148  -0.058
C: 0.0880 -1.5192 7.6233  -0.112
C: -1.4550 1.3160 2.5124  -0.199
C: -3.8301 3.7448 2.4239  -0.114
C: 2.6229 0.1877 5.2825  -0.198
C: -3.5795 5.3871 4.1488  -0.228
C: 0.3787 1.0431 4.2728  -0.178
C: -0.5696 -4.4017 -2.9187  -0.207
C: 0.2965 -3.1849 -2.5164  -0.217
C: 0.8347 -7.2386 -5.2681  -0.260
C: -5.3825 8.6565 -2.7327  -0.029
C: -4.0028 6.8355 -2.0017  -0.375
C: -3.2595 7.1125 5.9914  -0.091
C: 5.1498 2.9994 -9.6697  -0.899
C: -0.2940 -6.3992 -4.6273  -0.263
C: 1.4189 -1.4763 6.8684  -0.260
C: -3.1080 7.4314 7.3348  0.002
C: 0.3231 -5.4659 -3.5851  -0.209
C: 1.9503 -0.0444 6.6492  -0.211
C: -2.2994 -4.5574 9.0140  -0.066
C: 6.6684 -6.4283 -4.9945  -0.089
C: -2.8263 9.7486 6.7544  -0.062
C: -0.1159 0.6465 2.8641  -0.190
C: -2.8857 8.8321 -2.8656  -0.056
C: -3.4506 5.6827 5.6127  -0.378
C: -3.2059 8.1207 5.0279  -0.083
C: -2.9840 9.4380 5.4154  -0.004
C: -3.5564 6.3949 3.1901  -0.130
C: -1.0234 0.5564 0.0370  -0.232
B: 5.3720 -1.0587 -7.9925  -1.255
Li: -2.8674 -1.0204 1.1715  0.718
H: -1.5008 2.3007 2.9881  0.090
H: 4.2784 -7.3340 -7.8227  -0.047
H: -1.8979 1.7863 -1.4814  0.114
H: -2.7801 8.9908 8.7626  0.106
H: -1.3391 -1.8037 -2.7661  0.102
H: 2.6731 0.1619 7.4395  0.112
H: -3.9346 2.7096 2.1187  0.084
H: -2.3206 0.1205 -1.6956  0.108
H: -3.6946 3.2934 4.5299  0.120
H: -0.7651 -1.3620 6.9599  0.067
H: 2.1558 -2.0445 7.4397  0.106
H: -1.9966 8.2448 -2.6404  0.078
H: 2.7434 -0.7522 4.7376  0.107
H: -1.5983 -6.5758 9.5828  0.173
H: -2.6517 10.7738 7.0537  0.105
H: 4.1063 -6.2726 -4.8431  0.063
H: 0.0754 -0.7559 8.4034  0.080
H: -2.8781 9.0785 -3.9289  0.092
H: -0.1045 1.9798 4.5651  0.112
H: 6.4313 -3.4080 -6.5287  0.074
H: -5.9266 8.7223 -1.7909  0.098
H: 3.6306 0.5708 5.4555  0.108
H: 6.0717 -3.4095 -4.8056  0.005
H: 0.0213 0.3042 4.9916  0.102
H: 2.6116 -4.6646 -6.4705  0.049
H: 0.3203 1.5334 -2.3352  0.116
H: -2.8504 1.2906 0.8571  0.101
H: -3.9795 4.5153 0.4060  0.093
H: -1.0947 -4.8082 -2.0404  0.101
H: 1.1162 0.6470 6.7928  0.100
H: -5.9676 8.0419 -3.4163  0.094
H: -2.1517 -4.7949 7.9641  0.136
H: 0.4119 -7.2885 -7.3811  0.058
H: -2.9391 10.2039 4.6531  0.118
H: -1.3219 -4.0716 -3.6561  0.104
H: -0.1030 -1.7316 -4.0486  0.131
H: -3.6907 6.8800 1.1101  0.111
H: 0.6546 0.8541 2.1198  0.099
H: -3.1645 6.6360 8.0653  0.121
H: 2.3460 1.1576 3.3851  0.100
H: 0.6473 -8.3113 -5.2185  0.112
H: 2.1305 2.2102 4.7711  0.112
H: -0.2829 -0.4363 2.8896  0.112
H: 6.7011 -6.1377 -3.9368  0.064
H: 2.5259 -6.5328 -8.6177  -0.034
H: 1.3258 -1.9914 5.9075  0.096
H: -1.0536 -7.0408 -4.1899  0.028
H: 4.0606 -4.8005 -7.4708  0.075
H: -2.8419 9.7611 -2.2946  0.093
H: -2.2800 0.7642 2.9805  0.114
H: 0.8497 -5.6951 -6.7662  0.051
H: 1.0780 -4.9157 -4.1522  0.107
H: 7.6899 -6.5268 -5.3638  0.075
H: 3.3061 -7.6846 -6.0107  -0.037
H: -1.6126 2.5067 0.6946  0.031
H: 1.2512 -3.3151 -3.0255  0.028
H: 7.5798 -4.1098 -5.4038  0.078
H: 1.4073 -0.5178 -2.8298  0.125
H: 6.1761 -7.4034 -5.0351  0.072
H: 0.4787 -3.1497 -1.4403  0.106
H: 0.0559 0.6820 0.0906  0.113
H: 4.1693 -4.5151 -4.8155  -0.110
H: -5.2604 9.6520 -3.1521  0.088
H: -0.0342 -2.4789 8.1283  0.051
H: 5.9447 -5.6633 -6.8573  0.123
H: 1.7448 -7.0272 -4.6946  0.078
H: -2.9645 6.4662 -1.8867  0.123
H: -0.7497 -5.7569 -5.3941  0.116
H: 0.8545 -6.0497 -2.8305  0.127
H: -1.9517 -3.5429 9.2168  0.132
H: -0.7302 0.6852 -3.4265  0.124
H: 2.4960 -8.4320 -7.7827  -0.054
H: -1.2588 -0.4834 0.3177  0.068
H: 0.6716 -0.8911 -1.2509  0.096

DFT total energy in eV: -119367.504
Strongest force on any atom in eV Å⁻¹: 1.94
Orbital gap in eV: 1.4
HOMO in eV: -5.57